C38H37BrF5MoN7O7S5Te | ωB97M-V/def2-TZVPD

The geometry in XYZ format:
```
102
Properties=species:S:1:pos:R:3
Mo 1.23 0.25 -0.17
Br -1.70 6.29 11.50
C -0.92 5.39 10.03
C -1.64 5.27 8.85
C -1.08 4.61 7.77
C 0.21 4.07 7.88
C 0.91 4.19 9.07
C 0.35 4.86 10.15
N 0.87 3.36 6.83
N 0.30 3.43 5.73
C 0.91 2.70 4.68
C 2.08 1.99 4.80
C 2.61 1.25 3.74
C 1.94 1.20 2.53
O 2.35 0.53 1.48
C 0.73 1.94 2.39
N 0.15 1.85 1.16
C -0.93 2.56 0.94
C -1.51 3.38 1.92
C -0.96 3.44 3.17
C 0.22 2.71 3.44
H -2.64 5.69 8.78
H -1.62 4.50 6.85
H 1.90 3.76 9.13
H 0.90 4.96 11.08
H 2.60 2.00 5.75
H 3.53 0.70 3.85
H -1.34 2.51 -0.06
H -2.41 3.94 1.68
H -1.40 4.05 3.95
C -3.37 -2.04 -3.66
C -2.47 -2.90 -2.79
S -2.29 -2.48 -1.05
C -4.01 -2.42 -0.46
C -4.34 -0.96 -0.11
S -2.87 0.05 -0.49
C -3.47 1.22 -1.73
C -4.03 0.62 -3.00
S -2.81 -0.34 -3.92
H -4.39 -2.01 -3.28
H -3.41 -2.52 -4.64
H -1.44 -2.89 -3.15
H -2.82 -3.94 -2.80
H -4.06 -3.05 0.42
H -4.67 -2.81 -1.22
H -4.54 -0.84 0.96
H -5.19 -0.58 -0.67
H -2.60 1.84 -1.95
H -4.21 1.85 -1.23
H -4.34 1.45 -3.64
H -4.91 0.01 -2.82
N 0.53 -3.01 7.68
C 0.10 -2.59 6.44
C -0.54 -3.47 5.56
C -1.01 -3.03 4.34
C -0.84 -1.70 3.98
C -0.21 -0.81 4.84
C 0.26 -1.25 6.06
S -1.43 -1.10 2.44
O -1.86 0.26 2.64
O -2.41 -2.04 1.93
N -0.15 -1.02 1.44
C 0.56 -2.13 1.15
N 0.36 -3.37 1.60
C 1.23 -4.28 1.19
C 2.30 -4.02 0.34
C 2.43 -2.72 -0.09
N 1.58 -1.80 0.32
H 0.67 -4.00 7.79
H 1.22 -2.45 8.14
H -0.67 -4.50 5.85
H -1.49 -3.71 3.65
H -0.11 0.23 4.56
H 0.74 -0.55 6.73
H 1.06 -5.29 1.56
H 2.98 -4.80 0.03
H 3.22 -2.39 -0.76
C -4.27 5.21 -4.55
C -3.01 4.49 -4.13
C -2.28 4.91 -3.02
C -1.13 4.25 -2.64
C -0.69 3.15 -3.37
C -1.40 2.72 -4.49
C -2.55 3.40 -4.86
S 0.75 2.27 -2.83
O 0.82 1.09 -3.69
O 1.87 3.16 -2.89
O 0.36 1.93 -1.43
H -4.43 6.10 -3.95
H -5.14 4.56 -4.44
H -4.21 5.51 -5.60
H -2.62 5.77 -2.46
H -0.55 4.58 -1.78
H -1.03 1.87 -5.05
H -3.09 3.07 -5.74
F 2.28 -2.96 -4.49
Te 1.41 -1.45 -3.79
F -0.24 -1.66 -4.63
F 0.65 -2.84 -2.61
F 1.93 -0.72 -5.48
F -0.12 -0.54 -1.32
O 2.48 0.19 -1.25
```

Values from the calculation:
Spin multiplicity: 3
Energy: -211728.18720 eV
Total charge: 0
Relative energy (zero: lowest compared OMol25 entry of this formula, charge and spin): 0.0 kJ/mol
HOMO-LUMO gap (spin up / spin down): 6.90 / 5.32 eV

Atom charges from the Mulliken analysis, given in e for atoms 1 to 8:
1. Mo 0.938
2. Br -0.188
3. C 0.149
4. C -0.687
5. C -0.003
6. C -0.017
7. C -0.252
8. C -0.515

---

C38H37FN3O3P2Ru | ωB97M-V/def2-TZVPD

The geometry in XYZ format:
```
85
Properties=species:S:1:pos:R:3
Ru 0.40 -0.11 -0.01
C -0.68 1.97 2.16
P -1.10 1.52 0.40
C -0.76 2.99 -0.59
C -0.51 2.85 -1.95
C -0.27 3.98 -2.72
C -0.26 5.24 -2.14
C -0.51 5.38 -0.78
C -0.75 4.26 -0.01
C -2.88 1.30 0.21
C -3.83 1.87 1.06
C -5.18 1.66 0.83
C -5.59 0.89 -0.25
C -4.66 0.33 -1.10
C -3.30 0.53 -0.87
C -0.36 0.66 2.82
C -0.68 0.08 4.03
C -0.37 -1.29 3.92
C 0.13 -1.50 2.65
C 0.27 -2.73 1.80
P -0.64 -2.21 0.26
C -2.40 -2.43 0.71
C -3.19 -3.47 0.23
C -4.49 -3.63 0.68
C -5.01 -2.78 1.64
C -4.21 -1.76 2.15
C -2.92 -1.59 1.70
C -0.31 -3.30 -1.14
C -1.07 -3.14 -2.31
C -0.76 -3.85 -3.45
C 0.32 -4.73 -3.45
C 1.10 -4.87 -2.31
C 0.79 -4.15 -1.16
N 0.18 -0.29 2.01
H -1.48 2.50 2.67
H 0.18 2.63 2.09
H -0.45 1.86 -2.38
H -0.06 3.87 -3.78
H -0.07 6.11 -2.75
H -0.50 6.36 -0.33
H -0.95 4.38 1.05
H -3.51 2.48 1.90
H -5.91 2.10 1.50
H -6.65 0.72 -0.42
H -4.98 -0.27 -1.94
H -2.56 0.09 -1.53
H -1.12 0.58 4.89
H -0.54 -2.05 4.67
H -0.20 -3.59 2.27
H 1.30 -2.96 1.53
H -2.79 -4.17 -0.49
H -5.09 -4.44 0.29
H -6.02 -2.91 1.99
H -4.60 -1.10 2.92
H -2.32 -0.80 2.13
H -1.89 -2.44 -2.33
H -1.35 -3.72 -4.34
H 0.57 -5.28 -4.35
H 1.95 -5.53 -2.31
H 1.43 -4.24 -0.29
C 4.44 0.47 -2.75
C 4.47 1.66 -1.81
C 4.22 1.30 -0.33
C 4.26 2.57 0.55
C 3.97 2.29 2.01
C 5.31 0.35 0.13
O 6.47 0.69 0.21
N 4.90 -0.91 0.46
C 3.61 -1.45 0.38
O 3.47 -2.63 0.64
N 2.59 -0.61 0.03
C 2.86 0.68 -0.24
O 1.85 1.42 -0.44
H 4.59 0.79 -3.78
H 3.48 -0.05 -2.71
H 5.22 -0.25 -2.51
H 3.71 2.39 -2.10
H 5.44 2.16 -1.85
H 3.53 3.27 0.14
H 5.25 3.01 0.43
H 2.99 1.84 2.15
H 3.99 3.21 2.60
H 4.72 1.62 2.44
H 5.63 -1.56 0.74
F 0.12 -0.14 -2.01
```

Values from the calculation:
Spin multiplicity: 2
Energy: -74500.95067 eV
Total charge: 0
Relative energy (zero: lowest compared OMol25 entry of this formula, charge and spin): 0.0 kJ/mol
HOMO-LUMO gap (spin up / spin down): 7.75 / 6.98 eV

Atom charges from the Mulliken analysis, given in e for atoms 1 to 8:
1. Ru -0.679
2. C -0.843
3. P 1.010
4. C 1.006
5. C -0.307
6. C -0.737
7. C -0.542
8. C -0.766

---

C38H38Br2N4O7PbSi | ωB97M-V/def2-TZVPD

The geometry in XYZ format:
```
91
Properties=species:S:1:pos:R:3
Pb -0.10 0.81 0.63
Br 0.20 -1.93 8.84
C 0.03 -1.00 7.18
C -0.62 0.24 7.15
C -0.73 0.92 5.96
C -0.22 0.40 4.71
O -0.41 1.02 3.64
C 0.48 -0.86 4.80
C 1.12 -1.51 3.68
N 1.27 -1.10 2.48
C 1.94 -1.95 1.59
C 1.55 -3.24 1.35
C 2.19 -4.04 0.38
C 3.20 -3.53 -0.38
C 3.64 -2.20 -0.16
C 4.66 -1.60 -0.93
C 5.07 -0.33 -0.63
C 4.48 0.33 0.47
N 3.52 -0.19 1.19
C 3.05 -1.42 0.86
C 0.57 -1.53 6.04
H -1.03 0.66 8.06
H -1.24 1.88 5.92
H 1.59 -2.47 3.95
H 0.69 -3.63 1.90
H 1.84 -5.06 0.22
H 3.66 -4.12 -1.16
H 5.09 -2.14 -1.76
H 5.83 0.17 -1.22
H 4.81 1.32 0.76
H 1.09 -2.49 6.07
O 1.84 3.18 0.49
C 2.09 3.66 -0.60
C 2.53 2.94 -1.80
C 3.18 3.69 -2.75
C 3.72 3.12 -3.90
C 3.59 1.73 -4.11
C 2.94 0.97 -3.20
C 2.34 1.51 -1.99
O 1.71 0.75 -1.22
N 4.41 3.94 -4.85
O 4.88 3.40 -5.85
O 4.51 5.15 -4.65
H 2.03 4.76 -0.75
H 3.31 4.76 -2.60
H 4.01 1.30 -5.00
H 2.83 -0.10 -3.35
Br -2.87 -0.73 3.18
C -3.05 1.13 2.82
C -3.76 1.89 3.73
C -3.93 3.23 3.44
C -3.41 3.74 2.27
C -2.69 2.89 1.44
N -2.51 1.60 1.72
C -2.09 3.46 0.14
O -2.63 4.49 -0.29
O -1.11 2.82 -0.36
H -4.17 1.43 4.63
H -4.47 3.87 4.14
H -3.53 4.77 1.97
C 0.10 -1.89 -2.22
Si -1.33 -0.93 -1.38
C -2.53 -2.44 -0.99
C -2.51 -3.54 -2.07
C -2.02 -3.10 0.30
C -3.98 -2.00 -0.76
C -2.08 0.12 -2.85
C -2.56 -0.70 -4.05
C -0.96 1.06 -3.34
C -3.25 1.00 -2.37
H -0.15 -2.28 -3.22
H 0.41 -2.73 -1.60
H 0.97 -1.23 -2.31
H -1.52 -4.00 -2.14
H -2.78 -3.15 -3.06
H -3.23 -4.33 -1.81
H -0.98 -3.43 0.18
H -2.63 -3.99 0.55
H -2.06 -2.41 1.15
H -4.46 -1.69 -1.69
H -4.04 -1.17 -0.05
H -4.57 -2.84 -0.34
H -1.77 -1.34 -4.45
H -2.89 -0.02 -4.85
H -3.42 -1.33 -3.79
H -0.07 0.50 -3.65
H -0.67 1.77 -2.55
H -1.31 1.65 -4.20
H -4.11 0.41 -2.05
H -3.58 1.66 -3.19
H -2.94 1.64 -1.54
```

Values from the calculation:
Energy: -213527.80796 eV
Total charge: -2
Relative energy (zero: lowest compared OMol25 entry of this formula, charge and spin): 0.0 kJ/mol
HOMO-LUMO gap: 5.57 eV

Atom charges from the Mulliken analysis, given in e for atoms 1 to 8:
1. Pb 1.310
2. Br -0.308
3. C -0.125
4. C -0.376
5. C -0.636
6. C -0.316
7. O -0.330
8. C 0.670

---

Which formula does entry 3 have?
C38H38Br2N4O7PbSi

---

Look up the relative energy (zero: lowest compared OMol25 entry of this formula, charge and spin) of the second one.
0.0 kJ/mol